Record 1
The following is a quantum chemistry calculation of C2H2S2 in the gas phase at a distorted geometry, from the OMol25 dataset.

The LUMO energy (alpha / beta) comes out at -1.32 / -0.75 eV.

XYZ file:
```
6
Properties=species:S:1:pos:R:3:nbo_charge:R:1
C -0.96613 0.03375 1.26910 -0.41
C 1.06983 -0.21713 -0.76509 -0.48
S -2.34930 0.51893 0.78184 0.23
S 0.72054 -0.41652 1.04490 0.30
H 0.32479 -0.76127 -1.37072 0.18
H 1.20027 0.84223 -0.96003 0.18
```


Record 2
The following is a quantum chemistry calculation of 2 unconnected molecules or ions with the total composition C11H18 at a distorted geometry, from the OMol25 dataset.

Its SMILES is Cc1ccccc1.CC(C)C. The LUMO energy comes out at 0.95 eV.

XYZ file:
```
29
Properties=species:S:1:pos:R:3:nbo_charge:R:1
C -2.59755 -0.22469 -1.91108 -0.64
C -1.41063 0.68023 -2.05569 -0.01
C -1.60016 2.03853 -2.42338 -0.24
C -0.42388 2.81198 -2.62590 -0.18
C 0.83681 2.09883 -2.83501 -0.24
C 0.87050 0.75931 -2.63713 -0.20
C -0.23525 0.02416 -2.10391 -0.23
H -2.64064 -0.75443 -2.90146 0.23
H -3.54536 0.37654 -1.98995 0.21
H -2.50841 -0.76910 -0.91963 0.23
H -2.52746 2.55797 -2.46695 0.22
H -0.26118 3.86316 -2.54121 0.21
H 1.71178 2.58612 -3.27496 0.21
H 1.76724 0.30736 -2.96935 0.21
H -0.07386 -0.92442 -1.54001 0.22
C -0.17159 -1.41722 3.32290 -0.58
C 0.69696 -0.77402 2.35853 -0.27
C 1.90060 -0.29092 3.11893 -0.60
C 1.05219 -1.67633 1.21367 -0.62
H 0.20123 -2.51898 3.59277 0.19
H -1.31294 -1.48890 3.02305 0.21
H -0.08610 -0.85791 4.27541 0.20
H 0.04615 0.07713 2.05845 0.20
H 2.44487 -1.13519 3.48860 0.20
H 2.60325 0.07084 2.32387 0.21
H 1.61774 0.42593 3.87706 0.21
H 0.25535 -2.35101 0.76564 0.22
H 1.53450 -1.06509 0.37931 0.21
H 1.85583 -2.42989 1.39741 0.21
```


Record 3
The following is a quantum chemistry calculation of a molecular structure, C22H16Br2N2OPd, from the OMol25 dataset.

The LUMO energy (alpha / beta) comes out at -0.15 / -1.18 eV. Its multiplicity is 3. The expectation value of S² is 2.006.

XYZ file:
```
44
Properties=species:S:1:pos:R:3:mulliken_spin:R:1
Pd 0.06127 -0.13981 -0.37526 1.59
C 0.30075 0.60656 -3.61162 0.00
C 0.99290 1.65998 -2.79583 -0.01
C 1.75836 2.68688 -3.37769 0.01
C 2.37896 3.60990 -2.58243 0.00
C 2.24444 3.54780 -1.17976 -0.01
C 2.82475 4.44472 -0.26025 0.00
Br 3.93173 5.86571 -0.87288 0.00
C 2.61236 4.29847 1.08469 0.00
C 1.82151 3.25734 1.57028 0.03
Br 1.54228 3.09099 3.43857 0.00
C 1.21258 2.31149 0.74089 0.06
O 0.47818 1.34630 1.17394 0.16
C 1.45004 2.49396 -0.66818 -0.03
N 0.86435 1.58312 -1.48631 -0.02
H 0.30090 0.85411 -4.67129 0.00
H -0.72961 0.49975 -3.27188 0.01
H 0.79434 -0.35870 -3.48010 0.00
H 1.84989 2.73812 -4.45392 0.00
H 2.97855 4.39570 -3.02127 0.00
H 3.06199 4.99121 1.78234 0.00
N 1.75617 -1.41315 0.80104 0.10
C 1.92000 -2.71592 0.27305 0.00
C 3.18655 -3.15343 -0.09467 0.01
C 3.37625 -4.41688 -0.62953 0.00
C 2.29024 -5.26031 -0.79340 0.01
C 1.02428 -4.81666 -0.44602 0.01
C 0.80527 -3.54421 0.08031 -0.02
C -0.59211 -3.09887 0.33257 -0.02
C -1.51614 -4.00205 0.86611 0.01
C -2.85472 -3.66828 0.99245 0.02
C -3.30838 -2.42422 0.58339 -0.01
C -2.39375 -1.50539 0.08267 -0.20
C -1.04172 -1.82230 -0.03209 0.33
H 2.63161 -0.94002 0.96750 -0.01
H 1.17264 -1.37531 1.62581 -0.01
H 4.03636 -2.49397 0.04570 0.00
H 4.36796 -4.73891 -0.91842 0.00
H 2.42142 -6.25392 -1.20094 0.00
H 0.17132 -5.45898 -0.62042 0.00
H -1.17439 -4.97264 1.20450 0.00
H -3.54944 -4.38684 1.40958 0.00
H -4.35631 -2.16575 0.66674 0.00
H -2.74973 -0.52574 -0.22286 -0.01
```


Record 4
The following is a quantum chemistry calculation of a molecular structure, CClNO at a distorted geometry, from the OMol25 dataset.

The LUMO energy comes out at -2.86 eV.

XYZ file:
```
4
Properties=species:S:1:pos:R:3:nbo_charge:R:1
C 0.11409 0.05528 0.03016 0.62
N 1.08719 0.79893 -0.01658 -0.13
O 0.97661 -0.87857 -0.01129 -0.35
Cl -2.17789 0.02436 -0.00228 -0.15
```


Record 5
The following is a quantum chemistry calculation of C3H8BNO in the gas phase at a distorted geometry, from the OMol25 dataset.

Its SMILES is OB1CCCN1. The LUMO energy comes out at 0.67 eV.

XYZ file:
```
14
Properties=species:S:1:pos:R:3:nbo_charge:R:1
O -2.44401 -1.45753 -0.29658 -0.93
B -0.87405 -0.66952 -0.11703 1.04
C -0.03066 0.13136 -1.17561 -0.78
C 1.08318 0.74412 -0.29298 -0.40
C 0.78584 0.36771 1.17881 -0.20
N -0.35343 -0.52752 1.13558 -0.86
H -2.59808 -1.46558 -1.24027 0.46
H 0.39800 -0.47695 -1.97149 0.24
H -0.61035 0.91437 -1.66395 0.24
H 2.05695 0.35284 -0.58348 0.21
H 1.11561 1.82632 -0.40074 0.21
H 1.64589 -0.11529 1.65092 0.18
H 0.53163 1.25691 1.76903 0.18
H -0.70653 -0.88124 2.00779 0.41
```


Record 6
The following is a quantum chemistry calculation of a molecular structure, C3H6O2 at a distorted geometry, from the OMol25 dataset.

The LUMO energy comes out at 0.78 eV.

XYZ file:
```
11
Properties=species:S:1:pos:R:3:nbo_charge:R:1
C -1.35157 -0.72000 0.06052 -0.28
C 0.30709 0.93300 -0.21338 -0.17
C 1.55686 0.08737 0.06362 0.38
H -1.72344 -1.75434 -0.68619 0.22
H -2.24336 -0.12879 0.64760 0.19
H -0.49683 -1.28878 0.93695 0.18
H 0.57194 1.66770 -1.01384 0.23
H -0.02747 1.55849 0.72852 0.18
H 2.41975 0.42990 0.74637 0.14
O -0.73814 0.22301 -0.76818 -0.54
O 1.72517 -1.00757 -0.50197 -0.51
```


Record 7
The following is a quantum chemistry calculation of 3 unconnected molecules or ions with the total composition C7H14N2 at a distorted geometry, from the OMol25 dataset.

The LUMO energy (alpha / beta) comes out at 0.83 / 0.29 eV.

XYZ file:
```
23
Properties=species:S:1:pos:R:3:nbo_charge:R:1
C 2.47770 -0.32642 -0.43522 -0.26
C -0.07735 -1.64976 -0.04311 -0.41
C -2.91386 0.10972 -0.74465 -0.70
C 3.09446 -0.41333 0.92167 -0.66
N 0.39397 -0.28172 0.08786 -0.43
C 0.18519 0.71840 -0.64418 0.65
C -1.89337 0.72145 0.14120 -0.02
C -2.07372 1.47976 1.20681 -0.51
N 0.48914 1.77085 -1.21700 -0.73
H -0.26462 2.44995 -1.29013 0.40
H 2.50706 -1.22494 -1.04529 0.18
H 2.73612 0.54625 -1.02542 0.21
H 0.74771 -2.32796 0.18142 0.21
H -0.86652 -1.81298 0.69002 0.22
H -0.45152 -1.87377 -1.04383 0.20
H -2.73175 0.35587 -1.79528 0.22
H -3.92964 0.45932 -0.50122 0.20
H -2.92212 -0.98107 -0.65824 0.21
H 2.89892 0.48907 1.50655 0.22
H 4.18741 -0.52659 0.85650 0.22
H 2.72796 -1.27641 1.48400 0.21
H -1.24783 1.82002 1.82544 0.20
H -3.07335 1.77430 1.54209 0.18
```


Record 8
The following is a quantum chemistry calculation of a molecular structure, C19H35AlCl20F9O2S at a distorted geometry, from the OMol25 dataset.

Its net charge is -1. The LUMO energy comes out at -0.79 eV.

XYZ file:
```
87
Properties=species:S:1:pos:R:3:lowdin_charge:R:1
C 4.77847 -0.60202 1.05138 -0.02
C 5.42559 0.93807 1.07704 -0.32
O 6.70952 1.06497 1.42448 -0.07
O 4.49088 2.02817 0.75577 -0.23
C 5.18450 3.27734 0.40559 -0.34
Al 4.11009 4.48865 -0.89557 0.23
C 3.42703 3.51852 -2.56855 -0.33
C 3.56443 1.88531 -2.53484 -0.27
C 2.07481 1.15822 -2.36362 -0.20
C 1.22965 1.68549 -1.06245 -0.09
C -0.03715 0.71342 -0.63034 -0.18
F -1.10769 0.64166 -1.69495 -0.01
F 0.55119 -0.68227 -0.63904 -0.03
C -0.60168 0.93118 0.87790 -0.21
F 0.44837 0.54325 1.89283 -0.12
F -1.71947 -0.05671 1.09853 -0.02
S -1.20841 2.61730 1.34413 1.07
F -2.83258 1.96967 1.32747 -0.22
F -1.12541 2.12790 3.01490 -0.23
F 0.35118 3.30381 1.50504 -0.23
F -1.43742 3.16153 -0.25591 -0.17
F -1.86147 4.10666 1.88728 -0.17
H 4.08304 -0.71842 0.11341 0.08
H 4.13575 -0.67268 2.05403 0.09
H 5.61831 -1.41962 1.09263 0.01
H 6.23851 3.14002 -0.08655 0.08
H 5.25886 3.90687 1.41704 -0.01
H 2.97644 5.28442 -0.09011 -0.12
H 5.17580 5.58196 -1.41795 -0.11
H 4.01361 3.90026 -3.51712 0.05
H 2.29527 3.76966 -2.72772 0.04
H 3.93169 1.56199 -3.62352 0.10
H 4.37180 1.46827 -1.79341 0.09
H 2.28075 0.00686 -2.39471 0.11
H 1.45270 1.42273 -3.33658 0.12
H 1.98322 1.80766 -0.15970 0.13
H 0.86177 2.78958 -1.31844 0.13
C 8.13997 -3.49194 2.28617 -1.01
Cl 8.88070 -2.34409 1.16423 0.53
Cl 6.42194 -3.70965 1.93141 0.54
H 8.64684 -4.45570 2.19531 0.00
H 8.24766 -3.11316 3.30545 0.03
C -0.02834 1.16198 6.16851 -1.03
Cl 1.39513 1.72573 7.05222 0.52
Cl -1.50904 1.85969 6.83604 0.50
H 0.06329 1.45781 5.12060 -0.03
H -0.08393 0.07310 6.24091 0.03
C -4.98866 1.85869 -1.09410 -1.02
Cl -5.87159 3.38714 -0.99773 0.51
Cl -6.04431 0.54716 -1.63295 0.53
H -4.16559 1.96752 -1.80454 0.03
H -4.59274 1.61354 -0.10559 0.01
C -2.21604 -3.45485 1.32988 -1.01
Cl -2.66674 -4.52534 2.66252 0.51
Cl -3.49282 -3.38646 0.10921 0.54
H -2.04564 -2.44967 1.72307 0.01
H -1.30029 -3.82980 0.86639 0.04
C 3.41608 2.66039 4.00835 -0.95
Cl 3.95959 4.15343 3.23348 0.60
Cl 2.05887 1.94541 3.12991 0.65
H 4.24368 1.94710 4.02602 0.04
H 3.10024 2.88437 5.03015 -0.01
C -6.70839 -4.72398 2.19138 -1.04
Cl -7.20855 -6.28768 1.53587 0.51
Cl -8.03910 -3.93953 3.05087 0.51
H -5.87854 -4.87818 2.88535 0.01
H -6.38695 -4.07991 1.36928 0.00
C 7.82270 -7.16029 0.89829 -1.04
Cl 9.28672 -6.92739 -0.06472 0.50
Cl 8.22014 -7.59384 2.56531 0.50
H 7.24654 -6.23182 0.89994 -0.02
H 7.22841 -7.96243 0.45400 0.03
C -8.69179 1.69279 -4.01344 -1.07
Cl -9.66291 3.02977 -3.38542 0.50
Cl -9.70477 0.50670 -4.84527 0.48
H -7.95556 2.08796 -4.71758 -0.05
H -8.18045 1.20285 -3.18129 -0.03
C -5.95982 -5.12981 -1.91224 -1.06
Cl -6.69275 -4.14696 -3.18576 0.50
Cl -5.83274 -6.82177 -2.40820 0.50
H -4.95949 -4.74589 -1.69787 -0.03
H -6.57906 -5.06778 -1.01408 -0.01
C -7.20053 2.31534 -7.60268 -1.00
Cl -5.77707 2.87909 -6.71897 0.51
Cl -8.68123 3.01305 -6.93515 0.53
H -7.10891 2.61117 -8.65059 0.03
H -7.25612 1.22645 -7.53028 0.03
```


Record 9
The following is a quantum chemistry calculation of a molecular structure, C23H66AsF6O16S10 at a distorted geometry, from the OMol25 dataset.

Its net charge is -1. The LUMO energy comes out at 1.46 eV.

XYZ file:
```
122
Properties=species:S:1:pos:R:3:lowdin_charge:R:1
As -0.62565 1.52542 -0.46377 0.88
F -0.53405 1.38145 -2.20171 -0.28
F 0.58357 2.81045 -0.40429 -0.30
F -0.78909 1.77265 1.37847 -0.35
F -1.89308 0.23250 -0.43939 -0.32
F 0.62121 0.29588 -0.25630 -0.29
F -1.94473 2.77437 -0.71083 -0.33
O -9.19642 -7.80505 -1.29016 -0.30
S -9.49687 -6.39545 -1.42974 0.67
O -10.00433 -5.69133 -0.24648 -0.32
O -8.00389 -5.76894 -1.80573 -0.28
C -7.83719 -4.33898 -2.08160 -0.28
C -6.51576 -4.12404 -2.66408 -0.10
C -10.53887 -5.89794 -3.02429 -0.06
H -7.80955 -3.80737 -1.13043 0.13
H -8.56446 -3.93439 -2.78551 0.11
H -6.30810 -3.05419 -2.68400 0.09
H -6.33063 -4.38917 -3.70501 0.08
H -5.70548 -4.47280 -2.02384 0.09
H -9.77738 -6.22428 -3.73262 0.05
H -10.69519 -4.82112 -3.08865 0.05
H -11.41313 -6.52494 -2.84924 0.06
O 0.52602 -3.13733 -9.89107 -0.30
S -0.61542 -2.51032 -9.22897 0.72
O -0.85685 -1.08022 -9.34612 -0.29
O -2.05136 -3.38117 -9.59286 -0.26
C -1.96528 -4.74803 -9.56968 -0.35
C -3.42046 -5.27453 -9.81372 -0.04
C -0.55473 -2.75429 -7.38581 -0.10
H -1.48248 -5.00100 -8.62575 0.10
H -1.30626 -5.21215 -10.30343 0.11
H -3.43043 -6.36277 -9.87476 0.08
H -3.83750 -4.72906 -10.66027 0.08
H -3.96159 -4.82266 -8.98241 0.07
H -1.37615 -2.24428 -6.88257 0.08
H 0.42013 -2.53258 -6.95153 0.07
H -0.58637 -3.81823 -7.15103 0.04
O 9.16352 -2.56897 0.98180 -0.30
S 8.80593 -3.92387 0.56014 0.67
O 8.11453 -4.91868 1.36526 -0.29
O 8.04254 -3.69949 -0.91528 -0.28
C 6.66566 -3.50140 -0.91369 -0.28
C 6.18636 -4.06479 -2.30880 -0.06
C 10.26292 -4.68034 -0.11383 -0.13
H 6.44750 -2.43450 -0.86651 0.12
H 6.09090 -4.02449 -0.14941 0.11
H 6.37382 -3.40892 -3.15897 0.07
H 5.12404 -4.23244 -2.13141 0.07
H 6.43311 -5.11216 -2.48268 0.07
H 10.01257 -5.67070 -0.49414 0.07
H 10.91945 -4.77106 0.75153 0.07
H 10.74040 -4.06099 -0.87311 0.08
C -4.67016 -1.84437 4.18785 -0.26
S -3.64343 -1.26977 5.58475 0.83
O -3.14170 -2.54283 6.27375 -0.59
C -4.94377 -0.53930 6.71841 -0.26
H -5.47906 -2.44826 4.59905 0.05
H -3.95622 -2.34035 3.53029 0.05
H -5.10385 -0.97232 3.69842 0.05
H -5.66699 -1.29736 7.01906 0.05
H -5.44216 0.25361 6.16075 0.03
H -4.60462 -0.00950 7.60857 0.04
C 1.82573 -0.27058 7.91945 -0.27
S 2.41033 -1.92758 7.40179 0.81
O 1.44629 -3.00576 7.90355 -0.57
C 2.43679 -1.72100 5.53666 -0.24
H 2.19068 0.51759 7.26090 0.05
H 2.01830 -0.11733 8.98130 0.04
H 0.73770 -0.25862 7.85483 0.05
H 2.99441 -0.86455 5.15764 0.05
H 1.38905 -1.53317 5.30206 0.04
H 2.63310 -2.59065 4.90956 0.05
C 4.97045 3.40603 -3.39620 -0.25
S 6.38076 4.08982 -2.41284 0.85
O 5.94535 5.56631 -2.27344 -0.60
C 5.98873 3.27206 -0.80637 -0.27
H 5.46032 3.35787 -4.36872 0.03
H 4.02084 3.93623 -3.32394 0.07
H 4.83867 2.35507 -3.13887 0.04
H 4.91996 3.11129 -0.66505 0.05
H 6.43278 3.62391 0.12482 0.05
H 6.41017 2.27811 -0.95655 0.03
C -1.51272 7.58589 7.01640 -0.28
S -2.66921 7.81984 5.65171 0.83
O -1.85362 8.19217 4.39722 -0.57
C -3.20280 6.11238 5.41196 -0.29
H -0.50641 7.28343 6.72667 0.06
H -1.88988 6.93349 7.80395 0.05
H -1.28275 8.57525 7.41181 0.04
H -3.86527 5.72270 6.18486 0.05
H -2.42916 5.36163 5.57309 0.05
H -3.62748 5.83039 4.44850 0.06
C 5.45306 9.42971 3.29086 -0.28
S 3.91672 9.38681 2.28947 0.83
O 4.40920 9.50476 0.86872 -0.57
C 3.46479 7.59593 2.46757 -0.24
H 5.83673 10.41422 3.55846 0.04
H 6.28921 8.83305 2.92622 0.05
H 5.32191 9.00811 4.28742 0.03
H 2.51985 7.39796 1.96161 0.05
H 3.47667 7.36048 3.53177 0.04
H 4.19259 6.99062 1.92718 0.05
C -0.96199 -9.02040 1.39513 -0.25
S -1.24396 -7.20753 1.84487 0.81
O -0.60448 -7.00613 3.17183 -0.57
C -0.09366 -6.36035 0.61426 -0.24
H -1.11876 -9.17003 0.32689 0.04
H -1.65514 -9.62788 1.97702 0.04
H 0.02820 -9.28307 1.76747 0.04
H 0.88454 -6.83022 0.71640 0.04
H -0.11191 -5.30821 0.89846 0.04
H -0.27784 -6.47186 -0.45424 0.04
C -0.93922 10.92773 -1.42380 -0.23
S -0.41178 9.85531 -2.89045 0.82
O 1.02569 9.69746 -2.60421 -0.58
C -1.02452 8.20118 -2.43724 -0.27
H -0.02496 11.44148 -1.12669 0.04
H -1.22727 10.29425 -0.58486 0.04
H -1.55960 11.80453 -1.60940 0.03
H -0.98907 7.55789 -3.31646 0.05
H -2.06425 8.38564 -2.16698 0.04
H -0.57539 7.70546 -1.57664 0.07
```